No. 1
C36H51BClN7O5PPt | the ωB97M-V functional and the def2-TZVPD basis

Structure (XYZ):
```
103
Properties=species:S:1:pos:R:3:forces:R:3
Pt -1.552405 -0.110600 0.062541 1.5758 0.0283 0.2787
C -4.556423 -2.477213 -0.150537 0.0543 0.0623 -0.0825
C -3.167149 -2.798003 -0.569039 0.0840 0.1393 -0.2481
C -2.765271 -4.014467 -1.114451 -0.1232 -0.1265 0.0536
C -1.460383 -3.859522 -1.534735 0.0632 -0.1092 -0.0462
C -0.562279 -4.845520 -2.208574 -0.0715 0.0683 0.0288
N -1.084326 -2.610046 -1.246061 -0.2761 0.0158 0.0328
N -2.121679 -1.948747 -0.640225 -0.5497 -0.5037 0.3274
B 0.212232 -1.890744 -1.641511 0.1409 -0.3361 -0.3292
N 0.931536 -1.557168 -0.372948 0.2903 -0.0600 0.3042
N 0.173007 -1.163209 0.675921 0.2244 -0.2698 0.1984
C 0.998564 -1.066979 1.752553 -0.2491 0.0390 -0.1003
C 0.641050 -0.744299 3.166790 0.1517 -0.1343 -0.0812
C 2.280031 -1.414708 1.337002 0.0801 0.0564 0.1900
C 2.203691 -1.715473 -0.008401 0.1698 -0.0794 -0.0749
C 3.282250 -2.149751 -0.946231 -0.1014 0.0402 -0.0082
N -0.217930 -0.617188 -2.355565 -0.2178 0.4083 0.0517
N -1.330519 0.048396 -1.923074 0.1842 0.5195 -0.8212
C -1.667709 0.967257 -2.882764 0.1721 -0.1857 0.4829
C -2.882520 1.824435 -2.985963 0.0313 -0.0501 -0.1290
C -0.716321 0.872574 -3.883464 -0.1130 0.0832 -0.2089
C 0.171380 -0.124669 -3.527823 0.1885 -0.0609 -0.1084
C 1.364551 -0.626295 -4.269321 -0.0424 -0.0103 0.0035
H -5.117451 -3.404892 -0.050592 0.0193 0.0167 -0.0252
H -5.040431 -1.870242 -0.920386 0.0247 -0.0060 0.0318
H -4.595169 -1.928175 0.777799 -0.0348 0.0866 0.1046
H -3.374373 -4.900069 -1.204554 0.0210 0.0800 -0.0117
H -1.055199 -5.814512 -2.236525 0.0113 -0.0016 0.0001
H 0.383925 -4.950219 -1.678278 -0.0212 0.0021 0.0091
H -0.341152 -4.543591 -3.232833 -0.0120 0.0095 0.0171
H 0.891238 -2.571310 -2.351105 -0.1189 0.0775 0.0263
H -0.295460 -0.226304 3.253755 -0.0730 0.0679 -0.0202
H 1.426427 -0.121819 3.595138 0.0271 -0.0046 -0.0244
H 0.596609 -1.671877 3.744819 0.0255 0.0411 -0.0377
H 3.160572 -1.445122 1.959704 -0.0696 -0.0147 -0.0249
H 4.205039 -2.296122 -0.389281 -0.0003 0.0145 -0.0224
H 3.463072 -1.392811 -1.713500 0.0085 -0.0092 0.0617
H 3.027825 -3.084467 -1.448218 -0.0051 0.0269 0.0360
H -3.688551 1.466172 -2.367401 -0.1674 -0.0642 0.0434
H -3.206407 1.816987 -4.027755 0.0772 0.0156 0.0086
H -2.663708 2.852004 -2.702809 0.0019 0.0070 0.0630
H -0.715912 1.437098 -4.801994 -0.0267 -0.0292 0.0331
H 1.399368 -0.159954 -5.251733 0.0131 -0.0004 0.0092
H 1.337437 -1.708319 -4.399526 -0.0114 0.0423 0.0094
H 2.283335 -0.371240 -3.735357 -0.0189 0.0075 -0.0060
C -1.817886 0.722219 5.805212 0.0570 -0.0268 0.0060
C -3.168758 0.993636 5.187816 0.1072 -0.1910 -0.1705
O -3.517033 -0.041696 4.226649 -0.1891 -0.0771 0.6624
P -3.077891 0.130709 2.694981 0.0805 1.0772 0.1330
O -4.426749 -0.325779 1.946076 -0.4516 -0.3153 0.0711
C -5.583154 0.543937 1.957389 0.1310 -0.0594 0.0453
C -6.582848 0.099237 2.998416 -0.0383 -0.0054 0.0483
O -2.166576 -1.177370 2.370906 -0.0434 -0.1866 -0.2510
C -2.376817 -2.578143 2.707618 -0.0076 0.0708 -0.0847
C -2.249888 -2.838609 4.195229 -0.0132 -0.0078 0.0322
H -1.590976 1.488366 6.548860 0.0133 -0.0309 -0.0194
H -1.033257 0.738242 5.043289 -0.0716 0.0484 0.0926
H -1.806758 -0.251673 6.297717 -0.0010 0.0387 -0.0102
H -3.185485 1.968017 4.696161 -0.0016 -0.0048 -0.0724
H -3.958596 0.975896 5.933276 -0.0654 -0.0301 0.0216
H -6.004517 0.485119 0.956301 0.0019 0.0203 -0.0762
H -5.264137 1.576518 2.120076 0.0600 0.0178 0.0197
H -6.933291 -0.912739 2.790438 0.0119 0.0278 0.0027
H -7.443392 0.770989 2.989801 0.0129 -0.0356 -0.0019
H -6.139394 0.111679 3.993317 -0.0177 0.0100 -0.0139
H -1.597314 -3.101988 2.156421 0.0393 0.0122 -0.0609
H -3.344026 -2.892549 2.317110 -0.0227 -0.0030 0.0447
H -1.439380 -2.243674 4.620539 -0.0523 -0.0875 -0.0349
H -2.017476 -3.894458 4.347047 -0.0362 0.0299 0.0210
H -3.167994 -2.600523 4.728574 0.0424 0.0350 -0.0116
Cl -2.798481 1.826856 -0.039405 -0.7125 -0.4074 -0.1206
C 4.867232 2.312760 -5.425586 0.0117 -0.0076 0.0991
C 4.918230 2.004020 -3.949040 -0.0709 0.0338 -0.1377
C 6.044534 1.403602 -3.402499 0.0211 -0.0156 -0.0504
C 6.096590 1.108780 -2.049437 -0.0425 -0.0026 0.1165
C 5.017651 1.410052 -1.235047 0.1566 -0.2471 0.0347
C 3.892232 2.030711 -1.765187 -0.3689 0.0804 0.3356
N 2.761847 2.296981 -0.943459 0.3333 0.0527 0.1492
C 2.765043 2.672478 0.386669 -0.0483 -0.0385 -0.1990
C 3.875704 3.324094 0.944788 0.0724 0.0890 0.0211
C 3.876098 3.742902 2.258178 0.0557 -0.0013 -0.0293
C 2.773136 3.531521 3.084897 0.1344 0.0250 0.0478
C 1.675070 2.899225 2.557128 -0.1170 -0.0504 -0.1585
C 1.641624 2.466827 1.221736 -0.0253 -0.0014 0.2434
C 0.441176 1.722602 0.786501 0.0568 -0.0111 -0.0801
O -0.426985 1.363060 1.632132 -0.3975 -0.1383 -0.1106
O 0.289987 1.361468 -0.409156 0.3874 0.4191 -0.3061
C 3.833989 2.341444 -3.125239 -0.0871 0.2168 -0.2226
C 2.655778 3.078163 -3.720926 0.0678 -0.1134 0.0723
H 5.738390 1.904832 -5.936354 -0.0175 0.0123 0.0145
H 4.845132 3.390529 -5.607650 -0.0014 -0.0344 0.0131
H 3.971448 1.893486 -5.891897 0.0413 0.0149 0.0199
H 6.887934 1.169097 -4.042185 -0.0474 -0.0125 0.0176
H 6.972741 0.627400 -1.631528 -0.0343 0.0289 0.0001
H 5.026528 1.133588 -0.187376 0.0336 0.0692 -0.0153
H 1.873546 1.969033 -1.275268 -0.2781 -0.1294 -0.0614
H 4.732120 3.524074 0.315041 -0.0051 -0.0033 0.0290
H 4.748649 4.255227 2.645422 -0.0106 -0.0171 -0.0204
H 2.783067 3.854956 4.117511 -0.0016 0.0182 -0.0510
H 0.799129 2.721101 3.168058 0.0061 -0.0130 -0.0515
H 1.956658 3.414720 -2.958721 0.0229 -0.0017 0.0089
H 2.107618 2.453107 -4.431614 -0.0092 -0.0098 -0.0033
H 2.995770 3.956661 -4.273190 -0.0082 -0.0317 0.0076
```
Positions in Å, forces in eV/Å.

Values from the calculation:
**HOMO energy**: -9.54 eV
**LUMO energy**: -4.720 eV
**ΔE to the lowest compared entry with this formula, charge and spin**: 70.83 kcal/mol
**F_max**: 1.60 eV Å⁻¹
**Gap between HOMO and LUMO**: 4.82 eV
**Net charge**: +1

=====

No. 2
C20H16Cl8F2O2 | the ωB97M-V functional and the def2-TZVPD basis

Structure (XYZ):
```
48
Properties=species:S:1:pos:R:3:forces:R:3
Cl -2.432099 -2.282986 -2.253072 -0.0343 0.4216 0.0264
C -0.860417 -1.442722 -2.263599 -0.5657 -0.9380 0.8252
Cl -1.145398 0.280258 -2.229924 0.3798 0.0300 -0.3830
Cl -0.062772 -1.957126 -0.748481 0.1116 0.2961 -0.0050
Cl 0.090904 -2.038192 -3.613983 -0.0151 0.4622 -0.1812
Cl -2.527545 -4.389137 -4.573439 -0.1877 -0.5052 -0.2573
C -4.175525 -5.028070 -4.816617 0.5009 0.4189 -0.1211
Cl -4.122007 -6.766403 -5.040266 -0.0282 -0.1138 0.0391
Cl -5.149848 -4.614836 -3.405926 -0.0942 -0.0460 0.0099
Cl -4.828538 -4.251661 -6.260897 -0.2031 -0.0543 -0.0043
O -2.543138 0.697722 3.664590 -0.0040 -0.0241 0.3287
C -1.219578 0.344642 3.601779 -0.3079 0.4760 -0.6543
C -0.749010 -0.538866 2.636500 0.1997 -0.5741 0.8973
C 0.597129 -0.911684 2.649313 -1.0266 1.0036 -0.6854
C 1.478315 -0.213543 3.462962 0.3889 -1.3914 0.0721
O 2.815813 -0.599684 3.403445 -0.1554 0.3412 0.0477
C 1.009298 0.696225 4.391973 0.1124 0.7204 -0.4307
C -0.338923 1.011878 4.436463 -0.0696 -0.6246 0.5315
H -3.096518 -0.020141 3.344063 0.0419 -0.0085 -0.1379
H -1.457664 -1.066563 2.008769 0.0405 0.1039 -0.1666
H 0.886387 -1.640200 1.906544 0.5620 -0.0799 0.2540
H 3.039012 -1.002022 4.247107 0.1663 0.0529 0.0522
H 1.703579 1.257629 5.004971 0.0746 -0.2303 0.1217
H -0.727884 1.635134 5.230645 -0.0281 0.2535 -0.2147
F 6.215680 -2.153870 -3.929408 -0.2226 -0.1385 -0.1485
C 5.306669 -1.702543 -3.045936 -0.4392 0.7666 0.1850
C 5.518821 -0.462508 -2.469677 0.1738 -0.1266 0.0305
C 4.634056 -0.017892 -1.499070 -0.1627 0.2036 0.0564
C 3.485146 -0.735548 -1.185269 0.0951 0.0729 -0.5434
C 3.237782 -1.923088 -1.864590 -0.1040 0.0771 0.1364
C 4.135358 -2.398251 -2.803688 0.5070 -0.3079 -0.6173
H 6.309696 0.167549 -2.855867 0.2506 -0.1344 0.3312
H 4.820186 0.921366 -0.993146 -0.0307 0.0818 -0.1679
H 2.724713 -0.267994 -0.574138 0.1034 -0.2936 0.3763
H 2.330443 -2.479009 -1.681603 0.0068 0.0493 -0.0772
H 3.918196 -3.225879 -3.470028 -0.0204 -0.2811 0.4162
F -3.855667 3.789075 -1.302161 -0.2496 -0.2286 -0.0055
C -3.154732 3.834115 -0.159137 0.7897 0.5860 0.6772
C -2.234677 2.852203 0.135152 -0.1664 -0.9721 -0.1708
C -1.456761 2.931557 1.283162 -0.0869 0.7332 0.0987
C -1.589039 4.038845 2.111475 0.2503 0.2107 -0.0491
C -2.526243 5.025795 1.822927 0.0254 -0.2058 0.0064
C -3.309182 4.922870 0.688510 -0.8858 -0.3751 -0.3087
H -2.207921 1.955239 -0.473136 0.1333 0.2012 -0.1209
H -0.720871 2.181018 1.536884 -0.1069 -0.1694 -0.1596
H -0.929227 4.156734 2.961613 -0.1172 -0.0991 0.0966
H -2.671284 5.868822 2.484751 0.0663 -0.0110 0.0426
H -4.164715 5.561742 0.499460 0.3324 0.3709 -0.0491
```
Positions in Å, forces in eV/Å.

Values from the calculation:
**HOMO energy**: -8.69 eV
**LUMO energy**: 0.111 eV
**Structure (SMILES)**: ClC(Cl)(Cl)Cl.ClC(Cl)(Cl)Cl.Oc1ccc(O)cc1.Fc1ccccc1.Fc1ccccc1
**ΔE to the lowest compared entry with this formula, charge and spin**: 0.00 kcal/mol
**F_max**: 1.59 eV Å⁻¹
**Gap between HOMO and LUMO**: 8.80 eV
**Net charge**: 0

=====

No. 3
C3H6OS2 | the ωB97M-V functional and the def2-TZVPD basis

Structure (XYZ):
```
12
Properties=species:S:1:pos:R:3:forces:R:3
C -0.220858 2.344638 0.081178 0.9314 -0.4481 -0.0936
O 0.737675 1.303616 0.273166 0.1178 0.1163 -0.0298
C 0.534516 0.056427 -0.112224 -0.0448 -0.2083 0.6572
S 1.725877 -1.003795 0.066580 0.5129 -0.5845 -0.0571
S -1.067346 -0.436157 -0.711924 -0.6029 0.1386 -0.7661
C -1.843391 -1.022448 0.802212 -0.1140 0.2039 0.6118
H 0.355009 3.210923 0.336315 -0.0773 0.6770 -0.0017
H -1.050007 2.213683 0.721317 -0.9339 -0.0742 0.8392
H -0.559734 2.341064 -0.926315 -0.2268 0.2694 -0.8668
H -1.825967 -0.243940 1.564548 -0.3091 0.1164 -0.0955
H -1.298813 -1.848881 1.228132 0.2199 -0.4875 -0.1244
H -2.879988 -1.334255 0.589182 0.5267 0.2809 -0.0732
```
Positions in Å, forces in eV/Å.

Values from the calculation:
**HOMO energy**: -8.38 eV
**LUMO energy**: 0.023 eV
**Structure (SMILES)**: COC(=S)SC
**ΔE to the lowest compared entry with this formula, charge and spin**: 32.90 kcal/mol
**F_max**: 1.26 eV Å⁻¹
**Gap between HOMO and LUMO**: 8.40 eV
**Net charge**: 0